## w
{
  "formula": "C3H8N3O",
  "method": "ωB97M-V/def2-TZVPD",
  "orbital_gap_ha": 0.33074,
  "e_lumo_ev": -5.026,
  "total_charge": 1,
  "e_homo_ev": -14.0,
  "molar_mass_g_mol": 102.1,
  "species": ["C", "C", "C", "N", "N", "N", "O", "H", "H", "H", "H", "H", "H", "H", "H"],
  "positions_angstrom": [[1.99710, 0.39789, 0.04951], [1.56158, -1.01857, -0.09754], [0.71804, 1.16238, -0.09718], [0.17879, -0.95565, -0.11024], [-0.27825, 0.17862, -0.05075], [-2.81450, -0.06852, 0.06910], [0.64938, 2.37446, -0.15618], [2.47802, 0.73166, 0.99352], [2.80264, 0.77911, -0.70374], [1.98907, -1.56103, -1.02796], [1.81676, -1.72230, 0.80143], [-1.76212, 0.07146, -0.01381], [-3.17276, 0.88145, 0.20548], [-3.17497, -0.59547, -0.76105], [-2.98879, -0.65550, 0.89942]]
}

=====

## x
{
  "formula": "C3H8N3O",
  "method": "ωB97M-V/def2-TZVPD",
  "orbital_gap_ha": 0.37163,
  "e_lumo_ev": -4.619,
  "total_charge": 1,
  "e_homo_ev": -14.7,
  "molar_mass_g_mol": 102.1,
  "species": ["C", "C", "C", "N", "N", "N", "O", "H", "H", "H", "H", "H", "H", "H", "H"],
  "positions_angstrom": [[-0.51867, 0.42235, -0.64442], [-1.91514, 0.10364, -0.17728], [0.27214, -0.02913, 0.57599], [-1.79047, -0.63312, 1.03800], [-0.63850, -0.66878, 1.42330], [1.43772, -0.94050, 0.41929], [1.00747, 1.32344, 1.26128], [-0.31563, -0.14431, -1.59879], [-0.42543, 1.45151, -0.90711], [-2.69796, 0.86170, -0.03049], [-2.28784, -0.60018, -0.97654], [2.28027, -0.38717, 0.55050], [1.42267, -1.38542, -0.55153], [1.07497, -1.64890, 0.98628], [0.50050, 1.66744, 2.00514]]
}

=====

Unit: hartree. Relative energies: w 0.0000; x 0.0543.

=====

## w
{
  "formula": "C3H8N3O",
  "method": "ωB97M-V/def2-TZVPD",
  "orbital_gap_ha": 0.26590,
  "e_lumo_ev": -5.480,
  "total_charge": 1,
  "e_homo_ev": -12.7,
  "molar_mass_g_mol": 102.1,
  "species": ["C", "C", "C", "N", "N", "N", "O", "H", "H", "H", "H", "H", "H", "H", "H"],
  "positions_angstrom": [[0.65729, 0.19086, 0.44148], [-0.15943, 1.46176, 0.78791], [-1.98430, 0.97864, -0.54065], [1.90286, 0.33940, 0.63075], [-0.10760, -0.80224, -0.01745], [0.59660, -1.94518, -0.51607], [-1.52938, 1.25558, 0.59601], [-0.00036, 1.71593, 1.83809], [0.24663, 2.25940, 0.16007], [-1.40141, 1.05478, -1.45338], [-3.02674, 0.68898, -0.58396], [2.52262, -0.45707, 0.57008], [1.17438, -1.73465, -1.35287], [-0.11623, -2.64726, -0.76088], [1.22508, -2.35891, 0.20086]]
}

=====

## x
{
  "formula": "C3H8N3O",
  "method": "ωB97M-V/def2-TZVPD",
  "orbital_gap_ha": [0.34000, 0.33994],
  "e_lumo_ev": [-4.062, -4.062],
  "total_charge": 1,
  "e_homo_ev": [-13.3, -13.3],
  "molar_mass_g_mol": 102.1,
  "species": ["C", "C", "C", "N", "N", "N", "O", "H", "H", "H", "H", "H", "H", "H", "H"],
  "positions_angstrom": [[-1.20701, -0.66858, -0.28097], [-0.26182, 1.02823, 0.85480], [1.19690, -0.50358, -0.20387], [-0.06441, 0.00729, 0.12496], [-1.25923, -1.23185, -1.45878], [0.72470, 1.72326, 1.36083], [-0.53451, -0.87992, -2.40291], [-1.96413, -0.96045, 0.57271], [-1.27982, 1.35380, 1.03505], [1.64105, -1.30041, 0.54785], [0.91017, -1.09302, -1.11955], [1.91559, 0.29821, -0.52844], [-2.07932, -1.90480, -1.64062], [0.56615, 2.64449, 1.94195], [1.69569, 1.48732, 1.19698]]
}

=====

## y
{
  "formula": "C3H8N3O",
  "method": "ωB97M-V/def2-TZVPD",
  "orbital_gap_ha": 0.40252,
  "e_lumo_ev": -3.550,
  "total_charge": 1,
  "e_homo_ev": -14.5,
  "molar_mass_g_mol": 102.1,
  "species": ["C", "C", "C", "N", "N", "N", "O", "H", "H", "H", "H", "H", "H", "H", "H"],
  "positions_angstrom": [[-1.01189, 1.05474, 0.67373], [0.16993, 1.13612, 1.56379], [0.19382, -0.08793, -1.63604], [-1.39707, 0.81208, -0.48128], [1.09203, -0.31639, -0.76947], [0.83814, -1.79361, -0.13158], [-1.26425, 1.49537, 1.88263], [1.02171, 1.94996, 1.44852], [0.48317, 0.29457, 2.11608], [-0.56728, -0.74404, -2.06413], [0.36632, 0.84044, -2.16133], [-2.30575, 1.24839, -0.75050], [1.67384, -2.29814, -0.11916], [-0.12167, -2.15369, -0.44190], [0.82893, -1.43786, 0.87066]]
}

=====

Unit: hartree. Relative energies: w 0.0312; x 0.0000; y 0.0637.